1.
One molecule with the formula C4H7NO2. Source: the OMol25 dataset; level of theory: ωB97M-V with the def2-TZVPD basis set.

Calculated values
Charge: 0
Energy above the lowest of the compared OMol25 structures with the same formula, charge and spin: 92.1 kcal per mole
F_max: 9.867 eV/Å
LUMO: 0.0272 Eh
SMILES: N[C@@H]1C[C@H]1C(=O)O
Kohn-Sham gap: 9.9 eV
Energy: -361.734053 hartree
E_HOMO: -9.1 eV

CARTESIAN COORDINATES (ANGSTROEM)
C -0.60 0.13 1.16
C -1.31 -0.84 0.21
C 0.01 -0.62 0.04
C 0.54 0.33 -1.11
H 0.38 -0.11 2.98
H -0.26 -1.56 2.75
H -1.02 1.11 1.28
H -2.24 -0.51 -0.62
H -1.43 -1.98 0.58
H 0.90 -1.22 0.18
H 1.93 1.47 -1.81
N -0.51 -0.43 2.49
O 1.85 0.72 -1.06
O -0.17 0.76 -2.02

2.
C4H7NO2 as an isolated structure. Source: the OMol25 dataset; level of theory: ωB97M-V with the def2-TZVPD basis set.

Calculated values
Charge: 0
Energy above the lowest of the compared OMol25 structures with the same formula, charge and spin: 137.5 kcal per mole
F_max: 4.011 eV/Å
LUMO: 0.0275 Eh
Kohn-Sham gap: 9.1 eV
Energy: -361.661786 hartree
E_HOMO: -8.3 eV

CARTESIAN COORDINATES (ANGSTROEM)
O -1.25 -1.22 1.78
N -0.62 0.04 1.81
C -0.08 0.27 0.66
C 0.78 1.33 0.06
C 0.78 0.66 -1.29
C -0.32 -0.28 -0.77
O -0.14 -1.63 -1.01
H -1.50 -1.37 2.70
H 1.40 0.33 0.88
H 0.73 2.40 0.26
H 1.70 0.12 -1.54
H 0.50 1.28 -2.13
H -1.32 0.09 -1.09
H -0.69 -2.10 -0.36

3.
One molecule with the formula C4H7NO2. Source: the OMol25 dataset; level of theory: ωB97M-V with the def2-TZVPD basis set.

Calculated values
Charge: 0
Energy above the lowest of the compared OMol25 structures with the same formula, charge and spin: 65.4 kcal per mole
F_max: 0.792 eV/Å
LUMO: 0.0280 Eh
SMILES: O=C[C@]1(CO)CN1
Kohn-Sham gap: 10.7 eV
Energy: -361.776634 hartree
E_HOMO: -10.0 eV

CARTESIAN COORDINATES (ANGSTROEM)
O 2.01 0.85 0.20
C 1.22 0.13 -0.71
C -0.16 -0.14 -0.07
C -0.68 -1.44 0.48
N -0.11 -0.44 1.36
C -1.11 0.93 -0.57
O -1.37 1.91 0.07
H 1.40 1.41 0.66
H 1.18 0.73 -1.64
H 1.74 -0.80 -0.97
H -0.08 -2.34 0.32
H -1.76 -1.62 0.56
H -0.83 0.01 1.93
H -1.46 0.81 -1.62

4.
One molecule with the formula C4H7NO2. Source: the OMol25 dataset; level of theory: ωB97M-V with the def2-TZVPD basis set.

Calculated values
Charge: 0
Energy above the lowest of the compared OMol25 structures with the same formula, charge and spin: 77.2 kcal per mole
F_max: 2.833 eV/Å
LUMO: 0.0314 Eh
SMILES: NC(=O)C[C@H]1CO1
Kohn-Sham gap: 10.3 eV
Energy: -361.757892 hartree
E_HOMO: -9.4 eV

CARTESIAN COORDINATES (ANGSTROEM)
N 0.93 0.36 2.02
C 1.27 0.74 0.76
O 1.94 1.74 0.52
C 0.78 -0.19 -0.33
C -0.59 -0.78 -0.08
C -1.73 -0.30 -1.04
O -1.10 -1.53 -1.15
H 1.25 0.91 2.80
H 0.37 -0.46 2.18
H 1.54 -0.98 -0.45
H 0.78 0.36 -1.28
H -1.36 -0.36 0.59
H -1.46 0.57 -1.61
H -2.80 -0.41 -0.77

5.
A 3-piece molecular cluster, C4H7NO2 overall. Source: the OMol25 dataset; level of theory: ωB97M-V with the def2-TZVPD basis set.

Calculated values
Charge: 0
Energy above the lowest of the compared OMol25 structures with the same formula, charge and spin: 54.1 kcal per mole
F_max: 1.409 eV/Å
LUMO: 0.0411 Eh
Kohn-Sham gap: 11.0 eV
Energy: -361.794575 hartree
E_HOMO: -9.8 eV

CARTESIAN COORDINATES (ANGSTROEM)
C -1.26 -1.20 0.20
C -0.90 -1.07 -1.25
C 0.40 2.08 0.06
N 0.65 1.46 1.14
C 2.60 -0.60 0.84
O 2.19 -1.45 0.21
O -0.06 -0.32 -1.70
H -0.70 -0.49 0.82
H -1.03 -2.23 0.51
H -2.34 -1.07 0.33
H -1.47 -1.72 -1.94
H -0.31 1.64 -0.64
H 0.88 3.02 -0.25
H 1.36 1.94 1.68

6.
A 2-piece molecular cluster, C4H7NO2 overall. Source: the OMol25 dataset; level of theory: ωB97M-V with the def2-TZVPD basis set.

Calculated values
Charge: 0
Energy above the lowest of the compared OMol25 structures with the same formula, charge and spin: 82.3 kcal per mole
F_max: 1.121 eV/Å
LUMO: 0.0057 Eh
Kohn-Sham gap: 8.7 eV
Energy: -361.749712 hartree
E_HOMO: -8.5 eV

CARTESIAN COORDINATES (ANGSTROEM)
C 1.03 0.60 -0.04
C -0.92 -0.06 -0.12
N 1.90 -0.28 -0.63
C -0.99 -0.92 0.97
C -1.68 0.53 -1.01
O 1.19 0.83 1.24
O -0.49 -0.65 2.11
H 0.44 0.24 1.85
H 0.76 1.45 -0.67
H 2.19 -1.07 -0.07
H 1.91 -0.35 -1.64
H -1.32 -1.95 0.79
H -2.77 0.51 -0.95
H -1.26 1.11 -1.83